Version a
The following is a quantum chemistry calculation of the molecule C3H4OS, from the Open Molecules 2025 dataset.

Computed properties:
- 2S+1: 1
- E_HOMO: -9.569 eV
- Lowest unoccupied orbital energy: 0.503 eV

Atoms and positions in Å:
C -0.5690 0.1476 -0.2096
C -0.7552 -0.2165 1.0345
C 0.4212 0.3543 -1.2801
O -1.3470 2.4647 -1.1320
S -1.2868 1.0561 -1.5109
H -1.7013 -0.0590 1.3160
H 0.1733 -0.7181 1.5891
H 1.1691 1.1936 -1.2236
H 0.9251 -0.4575 -1.8674

Atomic partial charges in e from the Mulliken method, atoms 1 to 5: atom 1 (C): 0.21, atom 2 (C): -0.46, atom 3 (C): -0.57, atom 4 (O): -0.54, atom 5 (S): 0.33


Version b
The following is a quantum chemistry calculation of the molecule C3H4OS, from the Open Molecules 2025 dataset.

Computed properties:
- 2S+1: 1
- E_HOMO: -8.925 eV
- Lowest unoccupied orbital energy: 0.542 eV

Atoms and positions in Å:
C 2.7458 -0.3344 -0.1326
C 1.7284 0.4682 0.0121
C -0.6528 0.4059 0.0658
H 3.7311 -0.0804 -0.3607
H 2.3627 -1.3202 -0.0779
H 1.6347 1.5325 0.0155
H -0.4638 1.4740 -0.0934
O 0.4611 -0.3111 0.2699
S -2.1176 -0.1472 -0.0821

Atomic partial charges in e from the Mulliken method, atoms 1 to 5: atom 1 (C): -0.67, atom 2 (C): 0.06, atom 3 (C): 0.14, atom 4 (H): 0.30, atom 5 (H): 0.27


Relative energy table, unit eV: version a 1.298; version b 0.000


Version a
The following is a quantum chemistry calculation of a structure of composition C3H4OS, from the Open Molecules 2025 dataset.

Computed properties:
- 2S+1: 1
- E_HOMO (spin up / spin down): -8.419 / -8.012 eV
- Lowest unoccupied orbital energy (spin up / spin down): -1.159 / -1.065 eV

Atoms and positions in Å:
C 0.3359 0.4369 0.5277
C -0.4506 0.6915 -0.4998
C 1.0855 0.1066 1.5207
O -0.7676 -1.7442 -2.3954
S -1.5880 -1.3015 -1.2513
H -0.0264 0.7719 -1.4879
H -1.4231 1.1281 -0.3395
H 1.7233 0.8129 2.0230
H 1.1111 -0.9022 1.9025

Atomic partial charges in e from the Mulliken method, atoms 1 to 5: atom 1 (C): 0.58, atom 2 (C): -1.04, atom 3 (C): -0.72, atom 4 (O): -0.36, atom 5 (S): 0.30


Version b
The following is a quantum chemistry calculation of the molecule C3H4OS, from the Open Molecules 2025 dataset.

Computed properties:
- 2S+1: 1
- E_HOMO (spin up / spin down): -7.984 / -7.983 eV
- Lowest unoccupied orbital energy (spin up / spin down): -0.931 / -0.932 eV

Atoms and positions in Å:
C 0.2752 0.2611 -1.4265
C -0.5681 -0.0441 -0.2840
C 0.3034 0.1737 0.9961
O 0.8549 0.2262 -2.4385
S -1.1912 -1.8713 -0.6263
H -1.3745 0.6403 -0.0393
H 1.3539 -0.1407 0.8476
H -0.0524 -0.4295 1.8202
H 0.3988 1.1844 1.1508

Atomic partial charges in e from the Mulliken method, atoms 1 to 5: atom 1 (C): 0.43, atom 2 (C): -0.01, atom 3 (C): -1.21, atom 4 (O): -0.22, atom 5 (S): -0.33


Relative energy table, unit eV: version a 1.435; version b 0.000


Version a
The following is a quantum chemistry calculation of a structure of composition C3H4OS, from the Open Molecules 2025 dataset.

Computed properties:
- 2S+1: 1
- E_HOMO: -9.241 eV
- Lowest unoccupied orbital energy: 0.682 eV

Atoms and positions in Å:
C -0.7228 -1.1623 0.4834
C -0.0658 -0.1427 0.0550
C 1.1485 0.7039 -0.0873
O -2.3849 0.2266 -1.2279
S -1.8590 0.1646 0.1213
H -0.3420 -2.5030 0.5872
H 0.7670 1.6138 0.4886
H 1.5973 0.8465 -1.0728
H 1.8617 0.2526 0.6525

Atomic partial charges in e from the Mulliken method, atoms 1 to 5: atom 1 (C): -0.24, atom 2 (C): 0.16, atom 3 (C): -0.71, atom 4 (O): -0.53, atom 5 (S): 0.28


Version b
The following is a quantum chemistry calculation of the molecule C3H4OS, from the Open Molecules 2025 dataset.

Computed properties:
- 2S+1: 1
- E_HOMO: -9.569 eV
- Lowest unoccupied orbital energy: 0.594 eV

Atoms and positions in Å:
C 1.0736 0.9494 -0.2596
C -0.2191 0.3337 -0.2416
C -0.5778 -0.8919 0.4518
O 1.9000 1.4929 0.3483
S 0.6517 0.4409 -1.9098
H -0.9465 1.1910 -0.0751
H -1.4877 -1.2931 -0.1076
H -0.6426 -0.5459 1.4613
H 0.2482 -1.6771 0.3322

Atomic partial charges in e from the Mulliken method, atoms 1 to 5: atom 1 (C): 0.28, atom 2 (C): 0.03, atom 3 (C): -0.87, atom 4 (O): -0.43, atom 5 (S): -0.15


Version c
The following is a quantum chemistry calculation of a cluster of 2 separate species, C3H4OS in total, from the Open Molecules 2025 dataset.

Computed properties:
- 2S+1: 1
- E_HOMO (spin up / spin down): -8.612 / -8.552 eV
- Lowest unoccupied orbital energy (spin up / spin down): -1.397 / -0.308 eV

Atoms and positions in Å:
C 0.7108 -1.4796 -0.2772
C 0.2671 -0.3257 -0.4991
C -0.5581 0.9040 -0.6501
O -0.5376 0.2871 2.3899
S 1.4522 -0.3918 0.9568
H 0.8029 -2.6128 -0.2755
H 0.0853 1.7223 -0.9422
H -0.7060 1.0382 0.3920
H -1.5166 0.8583 -1.0945

Atomic partial charges in e from the Mulliken method, atoms 1 to 5: atom 1 (C): -0.31, atom 2 (C): 0.38, atom 3 (C): -0.84, atom 4 (O): -0.44, atom 5 (S): -0.06


Version d
The following is a quantum chemistry calculation of the molecule C3H4OS, from the Open Molecules 2025 dataset.

Computed properties:
- 2S+1: 1
- E_HOMO: -9.504 eV
- Lowest unoccupied orbital energy: 0.587 eV

Atoms and positions in Å:
C -1.6247 0.8379 -1.5358
C -0.9154 0.2142 -0.7920
C 1.3156 -0.2367 0.5823
O -1.1686 -0.9406 1.4669
S -0.4231 -1.0952 0.2174
H -1.9853 1.7319 -2.1270
H 1.2001 0.2201 1.4725
H 1.7372 0.4468 -0.1465
H 1.8641 -1.1785 0.8622

Atomic partial charges in e from the Mulliken method, atoms 1 to 5: atom 1 (C): -0.01, atom 2 (C): -0.26, atom 3 (C): -0.91, atom 4 (O): -0.55, atom 5 (S): 0.44


Relative energy table, unit eV: version a 2.754; version b 0.000; version c 6.320; version d 2.652


Version a
The following is a quantum chemistry calculation of the molecule C4H9OP, from the Open Molecules 2025 dataset.

Computed properties:
- 2S+1: 1
- E_HOMO: -8.609 eV
- Lowest unoccupied orbital energy: 0.861 eV

Atoms and positions in Å:
C 1.4693 0.7791 -0.0447
C 2.6789 0.2402 0.6821
C -2.2744 -0.9112 -0.3157
C -1.3789 0.3038 -0.6239
O 1.4289 1.2752 -1.1404
P -0.4705 1.0175 0.8697
H 2.6807 0.3337 1.7717
H 2.6962 -0.8631 0.3485
H 3.5606 0.5391 0.2720
H -2.4867 -0.9415 0.7574
H -3.2362 -0.8124 -0.8060
H -1.8777 -1.8173 -0.8004
H -2.0096 1.0304 -1.2456
H -0.4322 0.0775 -1.2213
H -0.3485 -0.2510 1.4966

Atomic partial charges in e from the Mulliken method, atoms 1 to 5: atom 1 (C): 0.51, atom 2 (C): -1.11, atom 3 (C): -0.97, atom 4 (C): -0.36, atom 5 (O): -0.47


Version b
The following is a quantum chemistry calculation of a cluster of 2 separate species, C4H9OP in total, from the Open Molecules 2025 dataset.

Computed properties:
- 2S+1: 1
- E_HOMO: -8.224 eV
- Lowest unoccupied orbital energy: 0.538 eV

Atoms and positions in Å:
C 1.4693 -0.6539 -1.2739
C 1.9526 0.0949 -0.0490
C -2.9069 0.2330 0.9906
C -1.8404 0.6465 1.7037
O 1.5755 -1.9771 -1.0825
P 0.8201 0.0011 -2.7570
H 2.2032 -0.4969 0.7993
H 3.0130 0.5591 -0.3648
H 1.1743 0.8565 0.2416
H -3.3447 -0.6621 1.3098
H -3.5076 0.6855 0.2586
H 1.9075 -2.4183 -1.8587
H -1.6101 0.1727 2.6410
H -1.3484 1.7427 1.7320
H 0.4423 1.2162 -2.2906

Atomic partial charges in e from the Mulliken method, atoms 1 to 5: atom 1 (C): 0.36, atom 2 (C): -0.87, atom 3 (C): -0.50, atom 4 (C): -0.47, atom 5 (O): -0.46


Relative energy table, unit eV: version a 0.000; version b 1.580


Version a
The following is a quantum chemistry calculation of the molecule C4H9OP, from the Open Molecules 2025 dataset.

Computed properties:
- 2S+1: 1
- E_HOMO: -9.034 eV
- Lowest unoccupied orbital energy: 1.046 eV

Atoms and positions in Å:
C -0.6443 0.2264 -1.0690
C -0.5350 -0.4793 0.2828
C 0.6857 0.0298 -0.4019
C -0.8976 -1.9880 0.3848
O 1.4064 1.0265 0.1786
P 0.7618 2.4771 0.7554
H -0.8899 -0.4010 -1.8748
H -0.9712 1.2595 -0.9918
H -0.9175 0.1287 1.0099
H 1.3569 -0.7966 -0.8180
H -0.7736 -2.4314 -0.6303
H -1.7849 -2.1344 0.9126
H -0.1110 -2.3537 0.9970
H 1.8772 2.2252 1.4325
H 1.4367 3.2114 -0.1678

Atomic partial charges in e from the Mulliken method, atoms 1 to 5: atom 1 (C): -0.71, atom 2 (C): 0.08, atom 3 (C): 0.04, atom 4 (C): -1.35, atom 5 (O): -0.40


Version b
The following is a quantum chemistry calculation of a cluster of 2 separate species, C4H9OP in total, from the Open Molecules 2025 dataset.

Computed properties:
- 2S+1: 1
- E_HOMO (spin up / spin down): -7.178 / -7.521 eV
- Lowest unoccupied orbital energy (spin up / spin down): 0.431 / 0.452 eV

Atoms and positions in Å:
C -1.9065 -0.6174 -0.0291
C 0.5651 0.8963 -1.2207
C 0.6528 0.7571 1.3969
C 0.5124 0.0414 0.0518
O -2.5663 0.1508 -0.6284
P 0.9378 -1.6370 -0.1701
H -2.0587 -1.7981 0.3317
H 1.3737 1.6176 -1.3472
H 0.4036 0.2392 -2.1055
H -0.3447 1.5778 -1.3585
H 1.7227 0.8957 1.4682
H 0.0512 1.6667 1.2698
H 0.4811 0.2481 2.3509
H -0.2591 -1.9134 -1.0494
H 0.4347 -2.1248 1.0397

Atomic partial charges in e from the Mulliken method, atoms 1 to 5: atom 1 (C): 0.09, atom 2 (C): -1.14, atom 3 (C): -1.32, atom 4 (C): 0.54, atom 5 (O): -0.38


Relative energy table, unit eV: version a 0.000; version b 1.889


Version a
The following is a quantum chemistry calculation of a cluster of 3 separate species, C5H10O4 in total, from the Open Molecules 2025 dataset.

Computed properties:
- 2S+1: 1
- E_HOMO: -10.109 eV
- Lowest unoccupied orbital energy: 0.445 eV

Atoms and positions in Å:
C 1.4636 0.9203 1.2143
C 0.1802 1.3038 1.9482
O -0.9444 0.7231 1.5288
O 2.5754 1.5954 1.7428
O 0.1942 2.0984 2.8552
H -0.7854 0.1018 0.7771
H 2.2375 2.1423 2.4706
H 1.3376 1.1556 0.1501
H 1.5961 -0.1664 1.2940
C -1.3163 -2.1803 -0.5395
C -0.9080 0.2895 -2.1014
C 0.2479 0.1236 -2.5596
O -0.6276 -0.9291 -0.6015
H -1.8992 0.6315 -1.8907
H -0.7924 -2.8514 0.1453
H -1.3721 -2.6397 -1.5313
H -2.3237 -2.0148 -0.1582
H 0.8738 0.5154 -3.3375
H 0.2628 -0.8189 -1.4069

Atomic partial charges in e from the Mulliken method, atoms 1 to 5: atom 1 (C): -0.21, atom 2 (C): 0.68, atom 3 (O): -0.51, atom 4 (O): -0.56, atom 5 (O): -0.61


Version b
The following is a quantum chemistry calculation of the molecule C5H10O4, from the Open Molecules 2025 dataset.

Computed properties:
- 2S+1: 1
- E_HOMO: -10.020 eV
- Lowest unoccupied orbital energy: 0.438 eV

Atoms and positions in Å:
C 1.4044 -1.7913 -0.2829
O 2.3555 -0.8379 0.2463
C 1.9438 0.5192 0.0075
C 0.6147 0.9633 0.8049
C -0.5517 1.1002 -0.3119
O -1.8822 1.2377 0.2532
C -2.5209 -0.0045 0.4148
O -2.0395 -0.9987 0.9833
O -3.8668 -0.0978 -0.0745
H 1.4067 -1.8427 -1.4241
H 0.3342 -1.6397 0.0799
H 1.7348 -2.8205 0.1104
H 1.7862 0.7840 -1.0943
H 2.7868 1.2128 0.3773
H 0.7372 1.9597 1.3490
H 0.3924 0.1371 1.5559
H -0.3318 2.0971 -0.8495
H -0.4473 0.2911 -1.1054
H -3.8565 -0.2691 -1.0398

Atomic partial charges in e from the Mulliken method, atoms 1 to 5: atom 1 (C): -0.44, atom 2 (O): -0.35, atom 3 (C): -0.45, atom 4 (C): -0.39, atom 5 (C): -0.51


Relative energy table, unit eV: version a 2.485; version b 0.000


Version a
The following is a quantum chemistry calculation of a structure of composition C2H3BrFN, from the Open Molecules 2025 dataset.

Computed properties:
- 2S+1: 1
- E_HOMO: -10.668 eV
- Lowest unoccupied orbital energy: 0.548 eV

Atoms and positions in Å:
C -0.7539 -0.1727 0.4613
C 0.5382 0.2553 -0.0537
N -0.4415 -0.0080 -0.9591
F 1.0383 1.9067 0.2050
Br 2.2060 -0.5821 0.1684
H -0.7991 -1.1536 0.9215
H -1.4578 0.5527 0.8393
H -0.3301 -0.7983 -1.5828

Atomic partial charges in e from the Mulliken method, atoms 1 to 5: atom 1 (C): -0.44, atom 2 (C): 0.60, atom 3 (N): -0.45, atom 4 (F): -0.43, atom 5 (Br): -0.06


Version b
The following is a quantum chemistry calculation of a cluster of 2 separate species, C2H3BrFN in total, from the Open Molecules 2025 dataset.

Computed properties:
- 2S+1: 1
- E_HOMO (spin up / spin down): -9.578 / -9.498 eV
- Lowest unoccupied orbital energy (spin up / spin down): -1.816 / -2.185 eV

Atoms and positions in Å:
C 0.8703 -0.1350 -0.4472
C -0.3339 0.5003 -0.0888
N 0.3630 -0.0195 0.9584
F -0.6807 1.7286 -0.2980
Br -2.8680 -0.7726 0.0441
H 0.8429 -1.0872 -1.1466
H 1.7702 0.4933 -0.5512
H 0.0363 -0.7079 1.5292

Atomic partial charges in e from the Mulliken method, atoms 1 to 5: atom 1 (C): -0.35, atom 2 (C): 0.40, atom 3 (N): -0.36, atom 4 (F): -0.13, atom 5 (Br): -0.35


Relative energy table, unit eV: version a 0.000; version b 1.309


Version a
The following is a quantum chemistry calculation of the molecule C21H21N5O3, from the Open Molecules 2025 dataset.

Computed properties:
- 2S+1: 1
- E_HOMO: -7.678 eV
- Lowest unoccupied orbital energy: 0.371 eV

Atoms and positions in Å:
C -3.6502 1.5166 -1.7469
N -3.1395 1.5827 -0.3965
C -2.1219 0.7661 -0.0081
C -1.5956 0.7941 1.2740
C -2.0581 1.6914 2.2709
O -1.6634 1.8322 3.4168
N -3.0936 2.4788 1.7608
C -3.6596 2.4892 0.5009
O -4.5557 3.2539 0.2180
H -3.4900 3.1561 2.4025
N -0.5919 -0.1662 1.2784
C -0.5608 -0.6716 0.0165
N -1.4857 -0.1421 -0.7773
N 0.2860 -1.6532 -0.3537
H 1.1478 -1.7079 0.1801
C 0.4300 -1.9382 -1.7710
C 1.4568 -3.0147 -1.9758
C 2.4819 -2.8568 -2.8977
C 3.4280 -3.8520 -3.0740
C 3.3628 -5.0128 -2.3233
C 2.3451 -5.1765 -1.3982
C 1.3973 -4.1843 -1.2269
H 0.5996 -4.3103 -0.5099
H 2.2893 -6.0819 -0.8115
H 4.1023 -5.7880 -2.4586
H 4.2199 -3.7186 -3.7962
H 2.5382 -1.9504 -3.4833
H 0.7073 -1.0307 -2.3228
H -0.5497 -2.2589 -2.1406
C 0.3233 -0.3888 2.3659
H -0.0396 0.2146 3.2003
H 0.3031 -1.4465 2.6555
C 1.7812 0.0134 2.0040
C 1.7536 1.1274 0.9802
C 2.2499 0.9452 -0.3015
C 2.1281 1.9521 -1.2437
C 1.5086 3.1438 -0.9135
C 1.0295 3.3363 0.3720
C 1.1537 2.3356 1.3175
H 0.7744 2.4883 2.3170
H 0.5521 4.2673 0.6388
H 1.4024 3.9235 -1.6528
H 2.5147 1.8004 -2.2408
H 2.7378 0.0172 -0.5568
O 2.4984 -1.0989 1.4915
H 2.7156 -1.6960 2.2143
H 2.2740 0.3766 2.9170
H -4.4304 2.2689 -1.8436
H -4.0551 0.5232 -1.9389
H -2.8431 1.7102 -2.4530

Atomic partial charges in e from the Mulliken method, atoms 1 to 5: atom 1 (C): -1.07, atom 2 (N): 0.01, atom 3 (C): 1.11, atom 4 (C): 0.11, atom 5 (C): 0.06


Version b
The following is a quantum chemistry calculation of the molecule C21H21N5O3, from the Open Molecules 2025 dataset.

Computed properties:
- 2S+1: 1
- E_HOMO: -7.921 eV
- Lowest unoccupied orbital energy: 0.399 eV

Atoms and positions in Å:
O -6.0347 -2.5992 -0.1966
C -5.1153 -1.8064 -0.1326
N -3.8612 -2.1798 -0.5204
N -2.8115 -1.3452 -0.6039
C -1.7061 -1.7909 -1.0575
C -0.5474 -0.9659 -1.1837
C 0.6806 -1.3815 -1.6487
N 1.5696 -0.3522 -1.6474
C 0.9313 0.7754 -1.1855
C 1.4083 2.0692 -1.0135
C 0.5290 3.0077 -0.5158
C -0.7914 2.6762 -0.2023
C -1.2725 1.3979 -0.3806
C -0.4037 0.4298 -0.8762
H -2.2917 1.1400 -0.1471
H -1.4471 3.4411 0.1856
H 0.8677 4.0224 -0.3691
H 2.4231 2.3349 -1.2645
C 2.9427 -0.4336 -2.0623
H 3.2208 -1.4851 -2.1818
H 3.0803 0.0669 -3.0294
C 3.9253 0.2542 -1.1019
O 4.7312 1.0560 -1.5330
N 3.8428 -0.0534 0.2070
C 3.0784 -1.1092 0.8317
H 2.5157 -1.6858 0.1031
C 4.0421 -2.0460 1.5785
O 4.8261 -1.3504 2.5132
C 5.5881 -0.3437 1.8836
H 6.1531 0.1520 2.6734
C 4.6829 0.6531 1.1588
H 5.2742 1.3878 0.6121
H 4.0367 1.1585 1.8846
H 6.2869 -0.7961 1.1636
H 3.4822 -2.7941 2.1419
H 4.6922 -2.5523 0.8463
H 2.3782 -0.6626 1.5479
H 0.9733 -2.3583 -1.9893
H -1.5981 -2.8378 -1.3757
H -3.7670 -3.1455 -0.8519
C -5.2753 -0.4118 0.3516
C -6.4225 0.2950 -0.0005
C -6.5845 1.5865 0.4680
C -5.5921 2.1180 1.2789
N -4.5178 1.4419 1.6489
C -4.3636 0.2095 1.2037
H -3.4808 -0.3083 1.5516
H -5.6606 3.1287 1.6602
H -7.4569 2.1668 0.2108
H -7.1610 -0.1743 -0.6340

Atomic partial charges in e from the Mulliken method, atoms 1 to 5: atom 1 (O): -0.64, atom 2 (C): -0.01, atom 3 (N): -0.39, atom 4 (N): 0.15, atom 5 (C): -0.61


Relative energy table, unit eV: version a 0.000; version b 2.743